DFT (wB97M-V/def2-TZVPD) results for 10 unconnected molecules or ions with the total composition C37H43BrF9N2O28S.

The geometry in XYZ format:
```
121
Properties=species:S:1:pos:R:3:forces:R:3
C -0.13925 -0.38594 2.35027 -1.36 0.72 -0.23
C -0.10290 0.47557 1.02627 2.90 -1.47 1.10
C 1.33291 0.17601 0.42934 0.23 0.31 -0.02
C -0.11928 2.00738 1.33641 -0.96 0.12 0.66
C -1.48543 2.75928 1.12037 0.02 0.60 -1.24
Br -2.43470 3.08732 2.86808 0.02 -0.45 -0.68
N -1.11245 4.15645 0.60873 -1.17 -1.14 0.45
C -0.64696 4.81623 1.49663 2.61 1.32 0.77
S 0.33104 5.51254 2.53599 -1.03 0.00 -0.58
C -2.43768 2.15769 0.04159 0.73 -0.24 1.01
C -2.42349 0.60473 0.13934 -2.99 -1.02 -0.86
C -3.25958 0.08349 -1.10898 -0.94 -0.14 0.88
C -3.22213 0.11340 1.38481 0.48 -0.40 0.11
N -1.06930 0.02206 -0.00992 0.61 3.58 -0.48
O -0.61577 0.50358 -1.15058 -0.21 -1.27 -0.17
H -0.64802 0.21505 3.12059 0.24 -0.55 -0.16
H 0.86742 -0.62681 2.71674 -0.48 0.03 -0.24
H -0.73961 -1.30517 2.20551 0.49 0.36 0.06
H 1.34153 -0.76364 -0.15643 -0.11 0.56 0.23
H 2.09017 0.04730 1.22898 -0.59 0.18 -0.19
H 1.68896 1.02727 -0.18249 -0.24 -0.73 -0.03
H 0.66642 2.56676 0.79425 -0.57 -0.47 -0.10
H 0.13310 2.12399 2.41110 -0.05 -0.08 -0.64
H -2.12849 2.49996 -0.96647 0.22 -0.31 0.66
H -3.46336 2.54862 0.19182 0.53 -0.37 0.05
H -3.57710 0.93271 -1.74275 0.47 -0.57 -0.03
H -2.74185 -0.71626 -1.66124 -0.07 0.61 0.07
H -4.21353 -0.37220 -0.72799 0.89 0.43 -0.36
H -2.73161 0.30935 2.35271 -0.32 0.09 -0.44
H -4.22150 0.58790 1.34822 0.57 -0.14 0.17
H -3.39476 -0.98306 1.33406 0.21 0.58 -0.13
C 2.06238 -1.22233 -3.51118 -0.51 0.40 -0.22
C 3.51848 -1.20209 -3.14354 0.04 0.21 0.43
O 3.77306 -2.55420 -2.79788 -0.26 -0.06 -0.60
C 2.90192 -3.29773 -3.53574 -0.27 -0.33 -0.05
O 3.00657 -4.47110 -3.70650 0.08 0.05 0.05
O 1.90958 -2.53677 -4.05401 0.51 -0.17 0.21
F 3.73532 -0.42410 -2.05852 0.18 0.03 0.10
H 1.40973 -1.10860 -2.64220 0.18 0.02 0.09
H 1.80552 -0.46249 -4.24393 -0.03 -0.22 -0.12
H 4.18628 -0.89845 -3.95263 0.11 0.05 0.15
C 5.22780 -0.69953 3.27360 0.18 0.63 0.03
C 5.19555 -1.91114 2.38319 0.32 -0.37 0.13
O 4.23547 -2.73858 3.01330 -0.16 0.58 -0.18
C 3.36706 -1.89676 3.64859 -0.46 -0.14 0.34
O 2.29930 -2.21510 4.04977 0.16 0.01 0.01
O 3.88320 -0.64142 3.75069 0.05 -0.39 -0.22
F 6.39070 -2.55307 2.37868 -0.01 -0.07 -0.11
H 5.90867 -0.82139 4.11838 0.03 -0.21 -0.10
H 5.49297 0.20889 2.73592 -0.23 0.04 0.05
H 4.88582 -1.70820 1.35520 0.13 -0.09 -0.03
C 6.63380 -4.47435 -1.87495 -0.44 -0.14 0.54
C 7.94855 -4.78466 -2.53429 -0.10 -0.37 -0.41
O 8.03513 -3.79304 -3.54063 -0.04 0.22 0.56
C 7.33977 -2.71621 -3.07148 -0.17 0.51 -0.19
O 7.41588 -1.62170 -3.52198 -0.10 -0.11 -0.04
O 6.55277 -3.05580 -2.01849 0.49 -0.14 -0.22
F 7.92987 -6.00486 -3.12341 0.13 -0.01 0.00
H 5.78828 -4.94012 -2.38681 0.14 -0.05 -0.14
H 6.61190 -4.76398 -0.82589 0.00 0.24 0.02
H 8.81458 -4.71172 -1.87269 0.04 -0.13 -0.08
C -3.62529 0.67204 7.73143 -0.42 -0.42 0.29
C -3.37892 2.12031 7.41438 0.26 0.25 0.27
O -2.35824 2.05866 6.43476 -0.49 -0.30 -0.14
C -2.52997 0.87122 5.78516 0.27 -0.30 -0.32
O -2.03265 0.60231 4.74345 -0.06 -0.13 0.37
O -3.35024 0.04069 6.48052 0.16 0.44 -0.06
F -2.90773 2.78970 8.49585 0.00 0.15 0.01
H -2.94016 0.28898 8.49053 0.08 0.21 -0.01
H -4.64769 0.48127 8.05154 0.00 -0.09 -0.21
H -4.24550 2.64662 7.00838 0.05 0.13 0.13
C -3.86429 6.17664 10.83628 0.06 0.07 0.65
C -3.91294 6.90834 9.52339 0.51 -0.08 -0.30
O -4.45845 5.94100 8.64587 -0.37 0.15 0.50
C -5.25037 5.13752 9.41366 -0.28 -0.50 -0.11
O -6.06381 4.39121 8.98090 0.16 -0.02 -0.01
O -4.99156 5.30573 10.73696 0.07 0.18 -0.43
F -2.67047 7.23664 9.09518 -0.05 0.10 -0.07
H -2.95484 5.58315 10.94836 0.04 0.08 -0.22
H -3.95757 6.84299 11.69172 -0.21 -0.12 0.01
H -4.54579 7.79855 9.52542 0.12 0.05 -0.08
C 4.21033 -6.37830 -6.18132 0.30 0.11 0.74
C 3.18034 -5.89233 -7.15992 0.21 0.25 -0.37
O 3.13941 -6.93572 -8.11656 -0.13 -0.14 0.57
C 3.47404 -8.07853 -7.44539 0.10 -0.55 -0.12
O 3.28848 -9.17397 -7.85655 0.06 0.11 -0.02
O 4.04010 -7.79550 -6.24196 -0.25 0.17 -0.43
F 3.58270 -4.75065 -7.77519 -0.11 0.06 -0.04
H 5.22855 -6.12259 -6.48350 -0.12 0.09 -0.22
H 4.03787 -6.00360 -5.17458 -0.09 -0.22 0.00
H 2.18596 -5.74624 -6.73296 0.03 0.15 -0.07
C -7.48012 -2.74930 -2.09789 -0.50 -0.18 -0.38
C -6.37570 -3.23171 -1.20009 0.60 0.01 -0.28
O -6.00559 -2.05959 -0.49378 -0.74 -0.25 0.00
C -7.13453 -1.29051 -0.43081 -0.11 0.57 0.26
O -7.27422 -0.37103 0.30297 0.09 -0.03 -0.10
O -8.07684 -1.71857 -1.31190 0.40 -0.09 0.22
F -5.31188 -3.66148 -1.91902 0.04 -0.08 0.12
H -7.10305 -2.32464 -3.03035 0.21 -0.06 0.09
H -8.20078 -3.53022 -2.33289 -0.12 0.14 0.13
H -6.67596 -4.00616 -0.49076 0.14 -0.05 -0.04
C -1.75402 0.00271 -6.31780 -0.38 0.53 -0.12
C -0.50988 -0.74744 -6.70698 0.29 -0.01 0.35
O -0.68205 -1.99680 -6.06909 -0.40 0.24 -0.41
C -2.03232 -2.19963 -5.99006 -0.36 -0.44 0.26
O -2.53953 -3.24332 -5.76005 0.06 0.10 0.03
O -2.71740 -1.04538 -6.21809 0.43 -0.18 -0.03
F 0.60279 -0.14957 -6.20658 0.10 -0.02 -0.12
H -1.65514 0.49976 -5.35018 0.21 -0.09 -0.01
H -2.05050 0.73868 -7.06280 -0.17 -0.16 -0.02
H -0.39157 -0.89839 -7.78200 0.18 0.06 0.04
C 0.78280 6.09125 -1.52811 -0.46 -0.40 0.29
C 1.01947 7.54189 -1.84206 0.46 0.18 0.33
O 2.01716 7.48793 -2.84494 -0.55 -0.29 -0.13
C 1.83224 6.30282 -3.49986 0.29 -0.28 -0.42
O 2.30512 6.03988 -4.55354 0.01 0.02 0.11
O 1.02905 5.46651 -2.78882 0.15 0.45 -0.05
F 1.51456 8.20498 -0.76836 -0.05 0.12 -0.05
H 1.48551 5.70382 -0.78716 0.06 0.22 0.01
H -0.23114 5.89638 -1.18506 0.01 -0.14 -0.20
H 0.14350 8.07003 -2.22528 0.05 0.11 0.10
```
Positions in Å, forces in eV/Å.

Values from the calculation:
spin multiplicity = 2
energy relative to the best compared isomer or geometry (same formula, charge and spin) = 0.0 kcal/mol
HOMO (spin up / spin down) = -9.5 / -9.6 eV
⟨S²⟩ = 0.75
gap between HOMO and LUMO (spin up / spin down) = 9.476 / 8.996 eV

DFT (wB97M-V/def2-TZVPD) results for a molecular structure, C37H43GdO2Si.

The geometry in XYZ format:
```
84
Properties=species:S:1:pos:R:3:forces:R:3
O -0.63571 2.25784 -3.77041 1.06 0.64 -0.84
C 0.40964 2.86215 -4.62455 0.51 -1.20 -0.05
C -0.33911 4.16962 -4.84352 -1.36 0.26 0.20
H 0.68763 2.19419 -5.55442 -0.88 1.48 1.54
H 1.34009 2.95554 -4.06292 -0.04 -0.07 -0.04
C -1.60246 3.31690 -4.04819 0.73 -0.17 -1.37
H -0.22559 4.63379 -5.93956 -1.03 -1.05 2.50
H -0.16979 4.93819 -4.03635 0.64 -0.59 -1.27
C -2.72568 2.71947 -5.00913 0.40 0.87 1.15
H -2.32931 2.00519 -5.76182 0.19 0.93 0.41
H -3.17307 3.61742 -5.49846 -0.17 -0.99 0.25
H -3.44950 2.09648 -4.43003 0.25 0.83 -0.28
C -1.97409 4.00682 -2.68213 -0.44 -0.26 -0.06
H -1.02683 4.31159 -2.15976 -0.78 -0.22 -0.70
H -2.51974 3.33977 -1.90627 0.74 1.05 -1.72
H -2.57482 4.92769 -2.90520 0.39 -0.79 0.38
Gd -0.20465 0.32957 -1.37107 1.84 -0.98 -1.68
C 0.83548 1.52018 0.72060 0.75 1.04 0.70
C 1.94327 0.71019 0.43083 0.05 0.20 -0.06
C 2.45218 1.10549 -0.83412 -0.08 0.91 -0.37
H 2.37342 -0.01121 1.13858 -0.23 0.55 -0.70
C 1.62398 2.16106 -1.34605 1.23 0.62 0.55
C 0.61466 2.41546 -0.36443 0.97 0.75 0.33
H -0.14590 3.20140 -0.40268 0.47 -0.39 -0.02
H 0.35685 1.53182 1.70856 0.16 0.11 -0.83
H 3.43524 0.84304 -1.22462 -0.49 -0.27 -0.15
H 1.86790 2.82120 -2.21642 -0.40 -0.95 0.94
C -1.47589 0.18622 0.91220 -1.51 -0.31 -0.48
C -1.95316 1.33701 0.21514 -1.50 -1.02 0.01
C -2.60784 0.88822 -0.98566 -0.30 -0.90 1.40
H -1.92914 2.36596 0.57783 0.12 -0.45 -0.19
C -2.50848 -0.55174 -1.02196 -0.52 0.28 0.73
C -1.79394 -0.98496 0.16152 -0.90 1.24 -0.23
H -1.57804 -1.98706 0.51918 -0.04 0.09 -0.38
H -1.01598 0.15727 1.89639 -0.14 0.07 -0.43
H -3.12635 1.53463 -1.69175 0.20 -0.44 0.10
H -2.85870 -1.18360 -1.84002 0.07 0.17 0.34
O -0.37419 -0.71069 -4.28220 0.71 -2.12 -0.79
C -0.72269 -0.24055 -5.59575 -0.89 3.74 -1.09
C -0.00619 -0.99102 -6.76973 -0.03 0.33 0.78
H -0.39935 0.86644 -5.54000 -0.43 -1.97 -0.54
H -1.86202 -0.07576 -5.81739 1.78 -1.19 0.98
C 0.98918 -1.88171 -5.99917 0.38 -0.35 0.26
H 0.59080 -0.35461 -7.45093 -0.57 0.22 0.59
H -0.74490 -1.48068 -7.44238 0.56 -0.19 0.80
C 0.69941 -1.71183 -4.41408 0.57 -0.65 -2.18
H 2.04718 -1.61027 -6.22022 -0.79 0.06 0.20
H 0.89964 -2.91447 -6.37152 -0.06 0.16 0.63
H 1.65446 -1.32617 -3.96949 -1.12 -0.35 0.08
H 0.47365 -2.77784 -4.08742 -0.24 1.73 0.40
C -0.25625 2.03080 6.61853 -0.02 -0.20 -0.25
C 0.82785 2.07051 5.74101 0.03 -0.04 -0.20
C 1.01426 1.08578 4.76833 -0.42 0.01 0.27
C 0.08345 0.02687 4.66355 0.11 0.09 0.48
C -1.02831 0.00346 5.52666 0.24 0.32 0.08
C -1.18047 0.99513 6.49465 -0.10 -0.03 -0.14
Si 0.38218 -1.35748 3.49494 -0.33 0.49 -0.82
C 2.16038 -1.75777 3.33814 0.69 -0.63 0.00
C 2.77647 -2.07130 2.10745 0.23 0.27 0.47
C 4.14751 -2.32786 2.05619 -0.07 -0.10 0.06
C 4.90914 -2.37163 3.22602 -0.48 -0.09 0.06
C 4.27506 -2.14703 4.44987 0.04 0.08 0.10
C 2.91632 -1.83028 4.52052 0.46 0.14 -0.48
C -0.68944 -2.82810 3.67702 -0.33 -0.54 0.35
C -0.07865 -4.09139 3.81998 -0.44 -0.03 -0.04
C -0.85678 -5.22784 4.04566 -0.02 0.03 -0.20
C -2.25063 -5.14851 4.10403 0.27 0.35 0.00
C -2.85647 -3.89975 3.94161 0.05 0.11 -0.13
C -2.09718 -2.74544 3.72871 0.17 -0.47 0.04
H -0.39260 2.80674 7.37688 0.08 -0.28 -0.29
H 1.52693 2.89370 5.80247 0.09 0.00 0.03
H 1.88047 1.13669 4.09512 -0.38 -0.05 0.30
H -1.76086 -0.80654 5.44922 0.30 0.34 0.13
H -2.04284 0.96578 7.14691 -0.02 -0.02 0.08
H 2.19912 -2.02172 1.17981 0.16 -0.17 0.35
H 4.62653 -2.48701 1.09547 -0.05 -0.06 0.06
H 5.97398 -2.61596 3.18840 -0.37 0.18 0.01
H 4.85133 -2.19572 5.36541 0.03 -0.02 0.01
H 2.44779 -1.59652 5.48343 0.24 -0.15 -0.34
H 1.00983 -4.17675 3.74428 -0.39 -0.01 0.11
H -0.36960 -6.19130 4.14621 -0.02 0.03 0.04
H -2.85408 -6.04591 4.27125 0.23 0.37 -0.08
H -3.93820 -3.82583 3.95278 0.04 0.01 0.05
H -2.59778 -1.78149 3.59049 0.15 -0.37 0.00
```
Positions in Å, forces in eV/Å.

Values from the calculation:
spin multiplicity = 8
HOMO (spin up / spin down) = -5.2 / -7.1 eV
⟨S²⟩ = 15.79
gap between HOMO and LUMO (spin up / spin down) = 5.721 / 6.933 eV